# C20H23FN2O3

One molecule with the formula C20H23FN2O3 (ωB97M-V/def2-TZVPD, the OMol25 dataset).

Results
LUMO energy in eV: 0.7
Structure (SMILES): COc1ccc(CC(=O)N2CCN(c3ccccc3F)CC2)cc1OC
Gap between HOMO and LUMO in eV: 8.44
HOMO in eV: -7.79

The geometry in ORCA input format:
```
! RIJCOSX wB97M-V def2-TZVPD def2/J DEFGRID3
* xyz 0 1
C 4.9565 -2.0276 -2.5471
O 4.7086 -1.8681 -1.1736
C 3.9463 -0.8116 -0.7744
C 3.3831 0.1329 -1.6139
C 2.6202 1.1725 -1.1006
C 2.4039 1.2820 0.2595
C 1.5845 2.4176 0.8126
C 0.3614 2.7253 -0.0409
O 0.2230 3.8042 -0.5879
N -0.5541 1.7392 -0.1813
C -0.5896 0.4667 0.4989
C -1.8345 0.4230 1.4012
N -3.0490 0.6659 0.6578
C -3.8615 -0.3490 0.1881
C -5.1835 -0.0567 -0.1825
C -6.0604 -1.0292 -0.6135
C -5.6663 -2.3553 -0.6821
C -4.3758 -2.6845 -0.3142
C -3.5014 -1.7002 0.1010
F -2.2380 -2.1112 0.4090
C -2.9876 1.9375 -0.0323
C -1.7563 1.9874 -0.9491
C 2.9700 0.3356 1.1125
C 3.7377 -0.7039 0.6188
O 4.3304 -1.6685 1.3762
C 4.1679 -1.6189 2.7703
H 4.0291 -2.1755 -3.1109
H 5.4999 -1.1718 -2.9620
H 5.5742 -2.9203 -2.6318
H 3.5324 0.0749 -2.6800
H 2.1956 1.9034 -1.7716
H 1.2801 2.2139 1.8415
H 2.1851 3.3317 0.8165
H 0.3089 0.3084 1.0879
H -0.6499 -0.3313 -0.2494
H -1.8932 -0.5256 1.9301
H -1.7505 1.2243 2.1470
H -5.5304 0.9618 -0.1049
H -7.0667 -0.7496 -0.8865
H -6.3497 -3.1200 -1.0141
H -4.0187 -3.7018 -0.3568
H -3.8832 2.0946 -0.6295
H -2.9133 2.7371 0.7134
H -1.6617 2.9706 -1.4123
H -1.8480 1.2205 -1.7274
H 2.8068 0.4292 2.1756
H 4.7268 -2.4678 3.1609
H 3.1156 -1.7175 3.0590
H 4.5754 -0.6941 3.1930
*
```

***

# C3H9N2O

A 2-piece molecular cluster, C3H9N2O overall (ωB97M-V/def2-TZVPD, the OMol25 dataset).

Results
LUMO energy (spin up / spin down) in eV: 0.8 / -2.2
Gap between HOMO and LUMO (spin up / spin down) in eV: 10.27 / 7.17
HOMO (spin up / spin down) in eV: -9.42 / -9.42

The geometry in ORCA input format:
```
! RIJCOSX wB97M-V def2-TZVPD def2/J DEFGRID3
* xyz 0 2
C 1.5306 0.2947 -2.3002
O 0.6632 -0.6139 -1.5969
H 2.4834 0.4560 -1.8107
H 1.6609 -0.1702 -3.2422
H 1.0543 1.2458 -2.4987
C -1.7569 -0.3693 0.2946
N -0.4063 -0.0207 0.6528
C -0.1093 0.1054 1.9798
N 0.9379 0.6786 2.5530
H -2.1404 0.4037 -0.3917
H -1.7329 -1.3281 -0.2722
H -2.4765 -0.4779 1.1465
H 0.3152 -0.2364 -0.7346
H -0.9856 -0.3522 2.6912
H 0.9625 0.3846 3.5294
*
```

***

# C12H14IN4O3PS

C12H14IN4O3PS as an isolated structure (ωB97M-V/def2-TZVPD, the OMol25 dataset).

Results
LUMO energy in eV: -1.3
Gap between HOMO and LUMO in eV: 6.73
HOMO in eV: -8.00

The geometry in ORCA input format:
```
! RIJCOSX wB97M-V def2-TZVPD def2/J DEFGRID3
* xyz 0 1
C -0.2559 -0.3460 3.8157
C -0.7272 -0.9297 2.4188
C -2.2908 -1.2125 2.3241
N 0.1050 -1.1912 1.4493
C -0.1774 -0.4408 0.2469
C -1.0177 -0.9812 -0.9267
I -1.7800 -3.0069 -0.8204
C -1.2995 -0.1881 -2.1227
P -2.2608 -0.7136 -3.6437
O -1.2483 -1.3870 -4.8233
O -3.5676 -1.7215 -3.2585
C -0.7243 1.2120 -2.1561
N -0.8748 2.1146 -3.1950
S -0.0768 3.5029 -2.7240
N 0.5577 3.1052 -1.2298
C 0.1153 1.8135 -1.0478
C 0.3842 0.9168 0.1546
C 1.2965 1.5470 1.2694
C 2.7207 0.8384 1.1433
C 3.1689 0.7631 -0.3789
N 3.1621 -0.4636 -1.1208
O 3.4880 1.8114 -0.9145
H -0.3130 0.7754 3.7574
H 0.7411 -0.7402 4.1376
H -1.0183 -0.6487 4.5963
H -2.5204 -2.1868 1.8294
H -2.8080 -0.3229 1.8733
H -2.6756 -1.2984 3.3852
H -0.4242 -1.6723 -4.3793
H -3.4024 -2.6035 -3.6620
H 0.9139 1.3845 2.3065
H 1.4577 2.6485 1.1220
H 2.5587 -0.2311 1.4906
H 3.5062 1.2849 1.8041
H 2.7370 -0.2659 -2.0321
H 2.5499 -1.1660 -0.6889
*
```

***

# C4H11NO

One molecule with the formula C4H11NO (ωB97M-V/def2-TZVPD, the OMol25 dataset).

Results
LUMO energy in eV: 1.0
Structure (SMILES): NCCCCO
Gap between HOMO and LUMO in eV: 10.41
HOMO in eV: -9.43

The geometry in ORCA input format:
```
! RIJCOSX wB97M-V def2-TZVPD def2/J DEFGRID3
* xyz 0 1
N -1.5793 -1.2339 -0.2057
C -1.0132 -0.3592 0.8377
C 0.5089 -0.5669 0.8959
C 1.1928 -0.1756 -0.4390
C 0.6775 1.1073 -1.0652
O 0.7373 2.2166 -0.1848
H -2.4171 -1.7112 0.1001
H -1.8659 -0.7649 -1.0544
H -1.4195 -0.7324 1.7712
H -1.2928 0.6707 0.6555
H 0.9545 0.0945 1.6427
H 0.6271 -1.6416 1.0231
H 2.2636 -0.0682 -0.2427
H 1.1111 -1.0527 -1.0744
H 1.3055 1.3873 -1.9163
H -0.3309 0.9235 -1.4472
H 0.5404 1.9067 0.7034
*
```

***

# C2H5Cl2N2

A 2-piece molecular cluster, C2H5Cl2N2 overall (ωB97M-V/def2-TZVPD, the OMol25 dataset).

Results
LUMO energy in eV: -4.5
Gap between HOMO and LUMO in eV: 9.98
HOMO in eV: -14.45

The geometry in ORCA input format:
```
! RIJCOSX wB97M-V def2-TZVPD def2/J DEFGRID3
* xyz 1 1
C -0.5014 -0.0503 0.0111
C 1.5624 0.0847 0.5840
N -0.9818 -1.2546 -0.1985
N -0.9098 1.0692 -0.4302
Cl 2.1861 1.4709 -0.0660
Cl 2.0365 -1.2855 -0.1879
H 1.2662 0.0516 1.5913
H -0.6680 -2.0636 0.3852
H -1.9354 -1.2736 -0.4608
H -0.3597 1.9930 -0.2338
H -1.6951 1.2581 -0.9943
*
```

***

# C10H24ClFeI2OP2

C10H24ClFeI2OP2 as an isolated structure (ωB97M-V/def2-TZVPD, the OMol25 dataset).

Results
LUMO energy (spin up / spin down) in eV: -9.6 / -11.9
Gap between HOMO and LUMO (spin up / spin down) in eV: 5.05 / 3.82
HOMO (spin up / spin down) in eV: -14.67 / -15.76

The geometry in ORCA input format:
```
! RIJCOSX wB97M-V def2-TZVPD def2/J DEFGRID3
* xyz 2 6
I -3.4941 -0.8635 -0.7062
I -3.1742 1.6715 -0.9161
Fe 1.4653 -0.5946 -0.0852
P 0.3977 -0.2523 -1.9504
C -0.8857 -0.4329 -3.1710
C 1.0226 1.4581 -2.2174
H 2.7150 -1.2301 -2.1011
H 1.8653 -0.9720 -3.6796
H 1.4058 -2.3470 -2.6543
C 1.7400 -1.2962 -2.6461
H 1.9141 1.6601 -1.6221
H 1.2153 1.5590 -3.2899
H -0.3058 -0.4401 -4.1092
H -1.6047 0.3943 -3.1624
H 0.2118 2.1374 -1.9036
H -1.4058 -1.3848 -3.0312
C -5.4773 0.8454 0.8694
O -6.3880 0.7955 1.5178
Cl 3.2769 0.5431 0.3078
C 2.8469 -0.9425 3.6305
C 1.4292 -1.4410 3.4111
P 0.4209 -0.4795 2.1587
C -1.3088 -0.7734 2.7110
C -1.5816 -1.1488 4.1733
C 0.5804 1.3227 2.5183
C 0.4379 1.6728 3.9944
H 3.3843 -0.8980 2.6846
H 3.3881 -1.6261 4.2832
H 2.8808 0.0547 4.0852
H 1.4682 -2.4388 2.9606
H 0.8847 -1.5450 4.3659
H -1.8639 0.1451 2.4416
H -1.6748 -1.5496 2.0307
H -1.4562 -0.3025 4.8622
H -2.6210 -1.4694 4.2862
H -0.9606 -1.9778 4.5341
H 1.5369 1.6771 2.1020
H -0.2178 1.8114 1.9202
H 1.0584 1.0286 4.6291
H 0.7446 2.7196 4.1691
H -0.6101 1.6033 4.3430
*
```